(1)
A cluster of 2 separate species, C6H10O in total at a distorted geometry. Source: OMol25; level of theory: ωB97M-V/def2-TZVPD.

Structure (XYZ):
```
17
Properties=species:S:1:pos:R:3:forces:R:3:nbo_charge:R:1
C -1.703225 0.749580 0.750061 -0.28 -0.04 -0.02 -0.51
C -1.137445 -0.364950 0.289102 -0.38 -0.03 0.68 -0.13
C 0.267558 -0.380124 -0.084852 -0.59 0.60 -0.62 -0.17
C 1.425869 0.561527 0.219354 -0.25 0.30 0.04 -0.06
O 2.175837 0.000900 -0.886219 0.32 -0.17 0.01 -0.51
C 1.148459 -0.925480 -1.178581 0.19 -0.37 -0.52 0.11
C -0.036538 -0.208622 -1.630650 0.51 0.15 -0.65 -0.38
H -1.116087 1.655920 0.906128 -0.18 -0.25 0.07 0.19
H -2.747044 0.770788 1.014664 -0.15 0.09 -0.08 0.21
H -1.699637 -1.267758 0.079872 -0.17 0.05 0.19 0.22
H 1.187280 1.627613 0.125382 0.23 -0.01 -0.22 0.17
H 2.017752 0.413901 1.134254 -0.54 -0.17 -0.11 0.20
H 1.420457 -1.928495 -1.480073 0.12 -0.03 0.06 0.21
H -0.861986 -0.814594 -2.010204 0.22 0.20 0.35 0.23
H -0.032108 0.818009 -1.968498 0.34 0.00 -0.30 0.22
H -0.455934 -0.136734 2.381719 0.42 -0.27 0.49 0.02
H 0.146791 -0.571480 2.338541 0.19 -0.02 0.62 -0.04
```
Positions in Å, forces in eV/Å.

Molecular weight: 98.14 g/mol
Gap between HOMO and LUMO: 9.315 eV
Charge: 0

(2)
A structure of composition C29H24BBiClO2P at a distorted geometry. Source: OMol25; level of theory: ωB97M-V/def2-TZVPD.

Structure (XYZ):
```
59
Properties=species:S:1:pos:R:3:forces:R:3:nbo_charge:R:1
C -0.925715 -1.868832 2.413400 0.16 -0.24 0.27 -0.34
C -0.788362 -2.528624 1.174181 0.48 -0.03 -0.04 -0.35
C 0.596268 -2.714626 0.925440 -0.16 -0.16 0.40 -0.38
H -1.602003 -2.826234 0.535162 -0.09 -0.07 0.02 0.21
C 1.310109 -2.163725 2.018511 -0.29 -0.52 -0.39 -0.29
C 0.370925 -1.663990 2.945788 -0.47 0.03 0.15 -0.37
H 0.599032 -1.247071 3.916507 0.01 0.10 -0.02 0.23
H -1.856446 -1.566320 2.867534 -0.01 -0.07 0.08 0.23
H 1.035372 -3.189919 0.060004 0.01 -0.01 -0.02 0.21
H 2.379596 -2.159801 2.147874 0.09 0.02 -0.04 0.23
Bi 0.193507 0.157397 0.875644 0.08 -2.01 3.33 1.17
Cl 2.502514 1.049444 1.099130 0.63 0.70 -0.27 -0.57
P 0.234921 -0.122503 -1.663487 -0.45 0.90 -0.34 0.95
C 1.495543 -1.212074 -2.266993 0.07 -0.12 -0.61 -0.38
C 1.159626 -1.934545 -3.423158 0.63 0.07 0.22 -0.20
H 0.137638 -1.879679 -3.811093 0.47 -0.12 0.03 0.23
C 2.161163 -2.663443 -4.059328 -0.08 0.08 0.32 -0.20
H 1.898089 -3.204193 -4.968916 0.36 0.03 0.24 0.22
C 3.454444 -2.665334 -3.518778 -0.07 -0.02 -0.09 -0.21
H 4.224231 -3.238123 -4.026367 -0.03 0.08 0.07 0.22
C 3.781221 -1.952482 -2.354000 -0.34 -0.16 -0.23 -0.15
H 4.798112 -1.958763 -1.953856 -0.36 -0.08 -0.20 0.22
C 2.791667 -1.222574 -1.706264 -0.50 0.16 -0.20 -0.20
H 3.001552 -0.635219 -0.801916 -0.07 -0.29 -0.43 0.26
C -1.417789 -0.606004 -2.162897 -0.12 0.05 -0.30 -0.38
C -1.854992 -1.941280 -2.018139 0.09 0.40 -0.29 -0.22
H -1.190195 -2.701227 -1.589858 -0.26 0.37 -0.29 0.24
C -3.130666 -2.278156 -2.464403 0.00 0.41 -0.03 -0.15
H -3.464789 -3.317094 -2.391591 0.01 0.44 -0.04 0.22
C -3.954927 -1.281850 -3.012880 0.07 0.05 0.01 -0.21
H -4.942642 -1.548656 -3.377080 0.12 0.00 0.04 0.22
C -3.537837 0.055059 -3.099813 0.04 -0.27 0.24 -0.21
H -4.171601 0.833874 -3.530933 0.05 -0.40 0.18 0.22
C -2.273766 0.404853 -2.639659 0.25 -0.50 -0.18 -0.19
H -1.907381 1.435396 -2.691024 -0.24 -0.40 -0.08 0.23
C 0.561167 1.583228 -2.102620 0.05 0.04 -1.04 -0.37
C 1.099248 1.698875 -3.390850 -0.21 0.73 0.17 -0.18
H 1.329803 0.784768 -3.948159 -0.04 0.49 0.06 0.22
C 1.290000 2.965349 -3.934073 -0.01 -0.02 0.43 -0.21
H 1.682766 3.030615 -4.949729 -0.10 0.33 0.32 0.22
C 0.970567 4.089910 -3.154003 0.00 -0.19 -0.15 -0.19
H 1.124767 5.073766 -3.586081 -0.03 -0.05 0.12 0.22
C 0.460000 3.978123 -1.847939 0.12 -0.12 -0.36 -0.19
H 0.221679 4.873587 -1.260051 0.18 -0.43 -0.33 0.23
C 0.250841 2.712700 -1.305662 0.22 -0.57 -0.49 -0.20
H -0.135013 2.605715 -0.277523 0.13 0.13 -0.57 0.23
O -1.802793 1.052160 3.442304 1.42 0.81 -1.39 -0.66
B -0.684816 1.460604 2.635965 -0.11 0.92 1.00 0.60
O 0.398343 1.923108 3.467154 -1.48 -0.49 -1.34 -0.67
C -0.086506 1.813361 4.725217 -0.38 -0.17 0.38 0.28
C 0.574285 2.121726 5.885440 0.13 0.06 -0.50 -0.27
C -0.168434 1.940746 7.044177 1.14 0.51 0.95 -0.22
C -1.458080 1.461367 7.028721 -1.21 -0.33 0.98 -0.23
C -2.115052 1.119070 5.856157 -0.18 -0.09 -0.64 -0.23
C -1.391355 1.316982 4.708604 0.28 0.01 0.58 0.20
H 1.607314 2.481862 5.811583 -0.50 -0.12 0.39 0.23
H 0.323721 2.211211 7.986847 -0.43 -0.23 -0.27 0.22
H -2.026411 1.338110 7.958966 0.48 0.11 -0.25 0.22
H -3.132478 0.719401 5.758791 0.47 0.22 0.43 0.23
```
Positions in Å, forces in eV/Å.

Molecular weight: 690.73 g/mol
Gap between HOMO and LUMO: 6.256 eV
Charge: 0

(3)
A cluster of 2 separate species, C10H22NO in total at a distorted geometry. Source: OMol25; level of theory: ωB97M-V/def2-TZVPD.

Structure (XYZ):
```
34
Properties=species:S:1:pos:R:3:forces:R:3:nbo_charge:R:1
C 1.261950 -0.057215 1.933089 -1.70 -1.96 1.69 -0.41
C 1.776235 0.370365 0.572864 1.08 -1.63 -0.37 -0.15
C 0.004939 -0.812520 1.300653 0.13 0.45 0.33 -0.16
C 0.633139 -0.483257 -0.065785 -0.96 -2.30 0.56 0.64
C 3.144197 -0.239259 0.106926 -1.40 0.30 0.86 -0.59
C 1.708676 1.859921 0.350397 3.08 0.02 -0.13 -0.62
C -1.393655 -0.227427 1.482244 0.02 -1.86 2.32 -0.62
C -0.083915 -2.341796 1.597880 -1.33 0.62 -4.05 -0.59
C -0.930456 0.560654 -2.928524 -2.15 -1.46 -3.36 -0.45
C -2.941663 0.414926 -1.405802 1.61 -2.71 1.89 -0.41
N -1.535424 0.805429 -1.646076 0.81 3.27 1.38 -0.53
O 0.300637 -1.051949 -1.119163 1.69 1.47 1.59 -0.59
H 1.633723 -0.896640 2.581358 1.10 1.05 -0.99 0.24
H 1.063734 0.750630 2.626122 -0.31 0.31 -0.03 0.22
H 3.079376 -0.291376 -0.959686 0.56 -0.09 -0.70 0.22
H 3.313270 -1.215638 0.545286 -0.27 -0.34 -0.17 0.23
H 3.953168 0.356980 0.471441 0.54 0.66 -0.10 0.23
H 2.503018 2.383381 1.032140 -1.25 -0.99 -1.41 0.25
H 0.787958 2.299731 0.637980 -1.11 0.44 -0.23 0.21
H 2.031702 1.916675 -0.721867 -0.59 1.04 0.80 0.22
H -2.054516 -0.759912 0.823682 -0.50 -0.14 -0.18 0.21
H -1.494825 0.795821 1.400062 0.10 2.48 -0.80 0.20
H -1.775358 -0.352834 2.550310 0.58 -0.41 -1.25 0.25
H -0.995238 -2.740109 1.000406 1.40 0.54 1.00 0.22
H -0.251816 -2.560890 2.591991 -0.15 -0.28 2.20 0.23
H 0.759209 -2.877256 1.177630 0.33 -0.09 0.26 0.22
H -0.175729 -0.189864 -2.703094 -0.11 -0.02 -1.07 0.27
H -1.826045 0.167809 -3.582622 2.23 0.51 0.84 0.23
H -0.516780 1.429389 -3.421635 -0.01 0.28 0.20 0.24
H -3.116194 0.602055 -0.376852 -0.32 0.28 0.93 0.23
H -3.673239 0.893073 -1.933610 -1.23 1.67 -1.97 0.24
H -3.088146 -0.684528 -1.516046 0.54 0.77 -0.24 0.24
H -1.303699 1.783024 -1.325696 -1.28 -0.55 -0.73 0.43
H -0.798232 0.392608 -1.076006 -1.15 -1.30 0.93 0.46
```
Positions in Å, forces in eV/Å.

Molecular weight: 172.29 g/mol
Gap between HOMO and LUMO: 9.909 eV
Charge: +1

Number 1: HOMO energy -8.2 eV. Number 2: HOMO energy -6.5 eV. Number 3: HOMO energy -13.1 eV.